[1]
The following is a quantum chemistry calculation of a 2-piece molecular cluster, C4H12 overall at a distorted geometry, from the OMol25 dataset.

Last column: Mulliken charge in e.
Geometry (Å):
C1 -0.89 1.89 -0.87  -0.503
C2 -2.11 0.91 -0.44  -0.818
H1 -0.82 2.88 -0.41  0.298
H2 0.02 1.39 -0.46  0.027
H3 -0.82 1.88 -2.06  0.215
H4 -2.25 0.98 0.69  0.242
H5 -2.92 1.09 -1.05  0.346
H6 -1.80 -0.20 -0.53  0.212
C3 1.71 -1.99 0.25  -0.802
C4 1.21 -0.77 1.05  -0.601
H7 0.96 -2.45 -0.42  0.300
H8 2.59 -1.71 -0.38  0.231
H9 2.03 -2.89 0.89  0.246
H10 1.26 -0.92 2.05  0.443
H11 0.29 -0.40 0.83  -0.117
H12 1.88 0.12 0.90  0.280

Its SMILES is CC.CC. Its net charge is 0. The calculation puts the energy above the lowest of the compared OMol25 structures with the same formula, charge and spin at 109.77 kJ/mol.

---

[2]
The following is a quantum chemistry calculation of C48H60AsI2N4SSc as an isolated structure, from the OMol25 dataset.

Last column: Mulliken charge in e.
Geometry (Å):
Sc1 -0.04 -0.37 0.56  -0.106
C1 3.00 -5.86 0.70  -0.833
C2 1.80 -5.71 1.65  -1.203
C3 0.86 -4.64 1.21  0.892
C4 -0.28 -4.76 0.46  0.875
C5 -0.87 -6.01 -0.13  -1.199
C6 -0.57 -6.13 -1.63  -0.976
C7 -0.82 -3.43 0.29  -0.171
N1 0.00 -2.53 0.89  -0.423
C8 1.01 -3.23 1.48  -0.153
C9 2.04 -2.66 2.24  -0.440
C10 2.21 -1.32 2.55  -0.154
C11 3.37 -0.77 3.22  0.888
C12 4.54 -1.56 3.71  -1.107
C13 4.27 -2.25 5.05  -1.124
C14 3.18 0.58 3.27  0.989
C15 1.89 0.84 2.65  -0.107
C16 1.31 2.10 2.51  0.119
C17 0.09 2.40 1.93  -0.272
N2 -0.77 1.48 1.41  -0.483
C18 -1.87 2.16 0.97  -0.265
C19 -2.95 1.57 0.33  -0.352
C20 -3.07 0.25 -0.07  0.211
N3 -2.13 -0.72 0.12  -0.415
C21 -2.64 -1.88 -0.40  -0.110
C22 -2.02 -3.12 -0.33  -0.251
C23 -3.94 -1.63 -0.98  0.881
C24 -4.21 -0.31 -0.77  0.935
C25 -5.43 0.47 -1.16  -1.150
C26 -6.41 0.68 -0.01  -1.273
C27 -4.81 -2.66 -1.63  -1.265
C28 -5.67 -3.41 -0.61  -1.175
C29 -1.71 3.58 1.24  0.806
C30 -0.48 3.73 1.81  0.743
C31 0.23 4.99 2.18  -1.323
C32 1.23 5.41 1.10  -0.590
C33 -2.69 4.64 0.87  -1.185
C34 -2.62 5.03 -0.62  -0.902
N4 1.33 -0.33 2.24  -0.359
C35 4.07 1.63 3.86  -1.237
C36 3.68 1.97 5.31  -1.234
H1 3.66 -6.66 1.03  0.443
H2 3.57 -4.93 0.65  0.074
H3 2.66 -6.10 -0.31  0.157
H4 2.16 -5.49 2.65  0.442
H5 1.27 -6.66 1.71  0.464
H6 -1.95 -6.00 0.03  0.419
H7 -0.48 -6.88 0.39  0.354
H8 -0.91 -5.25 -2.17  0.174
H9 -1.07 -7.01 -2.06  0.430
H10 0.50 -6.24 -1.80  0.208
H11 2.79 -3.35 2.61  0.317
H12 5.40 -0.90 3.82  0.422
H13 4.80 -2.31 2.96  0.349
H14 4.02 -1.51 5.82  0.268
H15 5.15 -2.80 5.39  0.393
H16 3.43 -2.95 4.98  0.263
H17 1.89 2.94 2.88  0.262
H18 -3.77 2.23 0.07  0.316
H19 -2.56 -3.95 -0.77  0.308
H20 -5.94 -0.05 -1.98  0.471
H21 -5.12 1.44 -1.55  0.368
H22 -6.79 -0.28 0.35  0.273
H23 -7.26 1.29 -0.33  0.401
H24 -5.93 1.18 0.83  0.284
H25 -4.20 -3.37 -2.18  0.439
H26 -5.47 -2.17 -2.36  0.474
H27 -5.04 -3.91 0.13  0.274
H28 -6.29 -4.17 -1.10  0.398
H29 -6.33 -2.72 -0.08  0.241
H30 0.75 4.86 3.13  0.405
H31 -0.50 5.79 2.33  0.391
H32 1.97 4.63 0.93  -0.048
H33 1.76 6.33 1.39  0.430
H34 0.72 5.59 0.15  0.167
H35 -2.51 5.53 1.48  0.389
H36 -3.70 4.30 1.10  0.418
H37 -1.70 5.57 -0.83  0.250
H38 -3.46 5.67 -0.89  0.378
H39 -2.63 4.14 -1.25  0.107
H40 4.03 2.53 3.25  0.248
H41 5.10 1.28 3.84  0.518
H42 2.65 2.31 5.36  0.271
H43 4.32 2.75 5.72  0.410
H44 3.77 1.08 5.94  0.256
I1 0.77 -2.22 -2.85  0.017
C37 2.41 -3.35 -2.09  -0.083
I2 3.88 -2.30 -0.98  0.037
H45 2.92 -3.78 -2.94  0.640
H46 1.99 -4.12 -1.45  -0.555
C38 1.41 0.57 -0.71  0.272
C39 2.14 1.51 -0.96  -0.531
C40 3.00 2.64 -1.15  0.513
C41 4.14 2.81 -0.35  -0.328
C42 4.94 3.93 -0.48  -0.537
C43 4.62 4.91 -1.42  -0.480
C44 3.50 4.75 -2.23  -0.517
C45 2.70 3.62 -2.10  -0.397
H47 4.37 2.05 0.39  0.486
H48 5.81 4.05 0.14  0.405
H49 5.24 5.79 -1.52  0.385
H50 3.25 5.50 -2.97  0.396
H51 1.81 3.50 -2.71  0.498
C46 -2.56 2.72 -5.56  -1.122
As1 -1.69 1.29 -4.58  0.256
C47 -2.90 -0.21 -4.76  -0.788
C48 -0.17 0.82 -5.69  -0.949
S1 -1.23 1.80 -2.63  -0.196
H52 -2.67 2.44 -6.61  0.409
H53 -1.96 3.61 -5.46  0.331
H54 -3.54 2.90 -5.11  0.336
H55 -3.26 -0.29 -5.78  0.477
H56 -3.73 -0.06 -4.07  0.092
H57 -2.37 -1.12 -4.47  0.228
H58 -0.48 0.72 -6.73  0.397
H59 0.25 -0.12 -5.33  0.217
H60 0.58 1.60 -5.59  0.318

Its net charge is 0. The calculation puts the energy above the lowest of the compared OMol25 structures with the same formula, charge and spin at 29.69 kJ/mol.

---

[3]
The following is a quantum chemistry calculation of C39H57ClF4LiMgN4O10P as an isolated structure at a distorted geometry, from the OMol25 dataset.

Last column: Mulliken charge in e.
Geometry (Å):
C1 2.87 -4.88 1.73  -1.628
C2 2.12 -3.57 1.36  -0.815
C3 0.90 -3.79 0.44  0.456
C4 -0.34 -3.92 1.35  -1.813
C5 0.77 -2.74 -0.70  2.320
C6 0.70 -1.27 -0.16  -0.896
P1 2.16 -0.33 0.30  0.417
O1 3.32 -0.29 -0.65  -0.635
O2 2.56 -0.57 1.76  -0.343
O3 1.54 1.21 0.36  -0.309
C7 -0.62 -2.85 -1.47  -1.304
C8 -1.89 -2.38 -0.71  -1.617
C9 -2.64 -1.21 -1.41  -0.593
C10 -4.15 -1.20 -1.10  -0.972
C11 -4.55 0.24 -0.73  -0.495
C12 -6.03 0.37 -0.47  -0.874
C13 -6.53 -0.35 0.76  -0.562
C14 -7.25 -1.65 0.36  -0.698
O4 -7.04 -2.59 1.39  -0.357
C15 -7.81 -3.77 1.20  -0.734
N1 -0.78 -4.24 -1.95  0.131
C16 0.30 -4.68 -2.58  -0.290
N2 0.46 -6.01 -2.85  -0.290
N3 1.24 -3.73 -2.99  -0.340
C17 1.82 -2.94 -1.87  -0.589
C18 3.19 -3.61 -1.64  0.218
F1 4.04 -2.91 -0.90  -0.192
F2 3.09 -4.84 -1.19  -0.224
F3 3.79 -3.70 -2.85  -0.345
H1 2.45 -5.73 1.20  0.318
H2 2.85 -5.04 2.81  0.389
H3 3.91 -4.80 1.41  0.378
H4 1.77 -3.16 2.31  0.939
H5 2.84 -2.85 0.99  -0.032
H6 0.97 -4.78 -0.03  0.614
H7 -0.59 -2.97 1.82  0.355
H8 -1.23 -4.30 0.85  0.312
H9 -0.07 -4.58 2.18  0.562
H10 0.12 -1.31 0.76  0.216
H11 0.18 -0.65 -0.90  0.431
H12 2.08 -0.07 2.51  0.107
H13 2.19 1.81 -0.04  0.300
H14 -0.55 -2.15 -2.31  1.088
H15 -2.60 -3.21 -0.70  0.804
H16 -1.73 -2.11 0.33  0.249
H17 -2.20 -0.25 -1.12  0.124
H18 -2.51 -1.33 -2.48  0.317
H19 -4.71 -1.51 -1.99  0.363
H20 -4.34 -1.88 -0.27  0.417
H21 -4.25 0.89 -1.56  0.554
H22 -4.00 0.58 0.15  0.480
H23 -6.57 0.06 -1.36  0.607
H24 -6.23 1.65 -0.21  0.245
H25 -7.21 0.28 1.35  0.504
H26 -5.68 -0.59 1.41  0.349
H27 -8.32 -1.45 0.25  0.533
H28 -6.86 -2.02 -0.60  0.302
H29 -7.31 -4.45 0.50  0.270
H30 -8.81 -3.55 0.83  0.337
H31 -7.85 -4.28 2.17  0.252
H32 -1.61 -4.39 -2.56  0.630
H33 0.84 -6.65 -2.16  0.253
H34 0.29 -6.33 -3.79  0.266
H35 0.82 -3.10 -3.67  0.495
H36 2.02 -1.95 -2.27  0.881
Cl1 -6.63 2.94 -0.88  -0.244
Li1 4.62 -0.20 -2.09  0.914
F4 2.01 -0.64 3.92  -0.786
Mg1 1.23 2.52 2.30  0.389
C19 -4.98 -2.96 -6.60  -1.115
C20 -4.44 -1.60 -6.18  -0.420
C21 -2.91 -1.57 -6.07  -0.416
C22 -2.44 -2.52 -5.07  0.131
N4 -2.08 -3.27 -4.28  -0.405
H37 -4.75 -3.73 -5.86  0.324
H38 -6.07 -2.93 -6.69  0.365
H39 -4.57 -3.27 -7.56  0.239
H40 -4.88 -1.32 -5.22  0.291
H41 -4.74 -0.85 -6.91  0.328
H42 -2.57 -0.57 -5.79  0.311
H43 -2.45 -1.82 -7.04  0.346
O5 -3.23 -1.59 -9.24  -0.586
H44 -3.12 -2.45 -9.66  0.298
H45 -3.35 -0.98 -9.97  0.289
C23 6.58 2.43 5.04  -0.714
C24 5.77 2.54 3.92  -0.472
C25 5.79 3.69 3.15  -0.695
C26 6.62 4.75 3.51  0.289
C27 7.41 4.65 4.65  0.161
C28 7.40 3.49 5.41  -0.507
C29 8.27 5.79 5.08  0.594
O6 8.97 5.71 6.07  -0.635
C30 8.24 7.04 4.26  0.193
C31 8.99 8.13 4.67  -0.562
C32 8.99 9.30 3.92  -0.498
C33 8.24 9.37 2.75  -0.474
C34 7.48 8.28 2.34  -0.592
C35 7.48 7.12 3.09  0.241
C36 6.64 5.97 2.65  0.574
O7 5.98 6.02 1.63  -0.699
H46 6.56 1.53 5.64  0.426
H47 5.12 1.72 3.64  0.621
H48 5.17 3.78 2.27  0.481
H49 8.03 3.42 6.29  0.495
H50 9.57 8.07 5.58  0.485
H51 9.57 10.15 4.24  0.408
H52 8.24 10.28 2.16  0.410
H53 6.90 8.33 1.43  0.456
C37 -4.39 4.55 3.06  -0.340
C38 -3.14 5.25 2.54  -0.342
O8 -2.37 4.14 2.05  -0.310
C39 -3.21 3.13 1.77  0.541
O9 -2.87 2.14 1.19  -0.488
O10 -4.44 3.38 2.22  -0.297
H54 -5.30 5.14 2.95  0.308
H55 -4.29 4.23 4.10  0.269
H56 -3.35 5.92 1.71  0.270
H57 -2.60 5.79 3.31  0.314

Its net charge is +2.

---

[4]
The following is a quantum chemistry calculation of one molecule with the formula C5H8N2, from the OMol25 dataset.

Last column: Mulliken charge in e.
Geometry (Å):
C1 -0.08 0.17 -2.15  -1.248
C2 0.09 0.08 -0.67  0.445
C3 0.04 -1.25 0.05  -0.425
N1 0.48 -0.89 1.39  -0.309
C4 0.17 0.45 1.59  0.351
N2 -0.16 0.92 2.72  -0.784
C5 0.19 1.05 0.23  -0.380
H1 0.01 1.21 -2.50  0.318
H2 0.65 -0.45 -2.68  0.310
H3 -1.08 -0.19 -2.44  0.292
H4 0.65 -2.04 -0.41  0.314
H5 0.22 -1.50 2.16  0.278
H6 -0.39 1.91 2.64  0.220
H7 -1.01 -1.60 0.06  0.243
H8 0.22 2.12 0.04  0.375

Its SMILES is [H]/N=C1\C=C(C)CN1. Its net charge is 0. The calculation puts the energy above the lowest of the compared OMol25 structures with the same formula, charge and spin at 42.41 kJ/mol.

---

Quick rundown of E_LUMO, same order as above: 1.124 -0.718 -8.399 0.856 eV